{"formula": "C10H14NO10Re", "method": "ωB97M-V with the def2-TZVPD basis set", "species": ["Re", "O", "C", "C", "N", "C", "C", "O", "O", "C", "C", "O", "O", "H", "H", "H", "H", "H", "H", "H", "H", "H", "O", "C", "O", "C", "O", "C", "C", "O", "O", "H", "H", "H", "H", "H"], "coordinates": [[-0.4709, -0.0044, -0.4384], [1.7702, 0.2413, -0.9010], [2.7414, 0.3488, 0.1471], [2.4472, 1.5386, 1.0675], [1.1718, 1.3685, 1.7371], [1.1220, 0.4365, 2.8100], [0.0333, -0.6867, 2.6051], [-0.2646, -1.3809, 3.5335], [-0.4258, -0.7971, 1.4123], [0.3150, 2.5149, 1.8149], [-0.2202, 2.9632, 0.4128], [-0.4024, 4.1266, 0.1943], [-0.3841, 2.0079, -0.4414], [1.8260, 1.0447, -1.4486], [3.7362, 0.4483, -0.2991], [2.6867, -0.5932, 0.6980], [2.4196, 2.4610, 0.4817], [3.2622, 1.6327, 1.7954], [0.8899, 0.9060, 3.7723], [2.0637, -0.1081, 2.9111], [0.8159, 3.3893, 2.2490], [-0.5671, 2.2862, 2.4163], [-1.4207, -1.2110, -4.3749], [-0.9810, -1.0686, -3.1633], [-0.7133, 0.0117, -2.6562], [-0.7817, -2.3796, -2.4168], [-0.9308, -2.2098, -1.0155], [-2.2310, -2.4741, -0.4945], [-3.1337, -1.1844, -0.5703], [-4.3129, -1.2899, -0.7625], [-2.4538, -0.1144, -0.4146], [-1.5769, -0.3726, -4.8475], [0.2565, -2.7043, -2.5796], [-1.4552, -3.1464, -2.8123], [-2.1026, -2.6916, 0.5715], [-2.7276, -3.3089, -0.9941]], "atomic_forces_ev_per_a": [[0.6, 0.4, 2.3], [-1.0, 0.1, -0.4], [0.5, 0.3, 0.7], [0.1, -0.2, -0.2], [-0.4, -0.4, -0.9], [-0.7, -0.7, 0.2], [1.4, 0.7, 2.5], [-0.1, 0.0, -0.4], [-0.9, 0.3, -4.2], [-0.2, 0.4, -0.4], [0.5, 1.5, 1.7], [-0.1, -0.3, -0.1], [-0.2, -3.1, -1.5], [0.0, -0.2, 0.1], [-0.2, -0.1, 0.0], [0.1, 0.1, -0.1], [0.0, 0.0, 0.0], [0.0, 0.0, -0.1], [0.1, -0.1, -0.1], [0.0, 0.1, 0.0], [-0.1, -0.1, -0.1], [0.1, -0.1, 0.1], [0.0, -0.1, 0.0], [-0.2, -0.8, -0.3], [0.0, 0.7, 1.4], [0.2, -0.3, -0.4], [0.8, 1.3, -0.1], [-1.6, 0.4, 0.7], [-0.6, -3.2, -0.6], [0.2, 0.4, 0.2], [1.6, 2.5, 0.1], [0.2, 0.1, 0.2], [-0.2, 0.1, -0.1], [0.1, 0.1, 0.2], [0.1, -0.1, -0.2], [0.3, 0.1, 0.0]], "s2": 0.785, "relative_energy_kcal_mol": 55.36, "total_charge": 1, "spin_multiplicity": 2}